(1)
32
Properties=species:S:1:pos:R:3:forces:R:3:mulliken_charge:R:1 method="wB97M-V/def2-TZVPD" e_above_lowest_kcal_mol=7.4 e_homo_ev=-9.79 energy_ev=-29263.3415 gap_ev=7.70 smiles="O=[N+]([O-])c1cc([N+](=O)[O-])c2nonc2c1.CC1=NCCC1"
C -2.468 1.654 1.532 0.2 -0.2 0.4 -1.313
C -2.223 1.410 0.084 0.0 -0.1 -1.5 0.660
N -1.294 0.673 -0.391 -1.3 1.2 -1.0 -0.101
C -1.284 0.643 -1.888 -0.3 0.3 0.9 -0.723
C -2.471 1.521 -2.295 -0.4 0.2 -0.3 -0.535
C -3.084 2.075 -0.983 0.4 -0.3 -0.3 -0.597
H -3.209 2.448 1.647 0.1 -0.1 0.1 0.372
H -2.841 0.743 2.023 0.1 0.3 -0.2 0.279
H -1.532 1.943 2.030 -0.3 -0.1 -0.1 0.296
H -0.345 1.047 -2.286 0.0 -0.1 0.4 0.311
H -1.376 -0.388 -2.257 0.0 0.2 0.3 0.285
H -2.137 2.337 -2.942 -0.2 -0.2 0.0 0.288
H -3.197 0.912 -2.835 0.0 0.2 -0.1 0.264
H -4.145 1.823 -0.874 0.2 0.1 0.1 0.307
H -2.988 3.164 -0.927 -0.1 -0.1 0.1 0.303
O 5.580 -1.211 0.560 -2.3 -0.9 -0.3 -0.550
N 4.616 -1.948 0.280 2.4 -1.5 -0.7 0.905
O 4.763 -3.083 -0.233 -0.4 2.0 0.9 -0.592
C 3.250 -1.536 0.513 -1.7 0.2 -0.1 -0.538
C 2.197 -2.395 0.188 1.4 0.6 0.2 -0.241
C 0.852 -1.971 0.354 0.5 2.5 0.5 -0.558
N -0.246 -2.878 0.096 -2.4 -1.5 -0.4 0.980
O -0.014 -4.026 -0.335 0.0 2.2 0.8 -0.597
O -1.403 -2.459 0.329 2.3 -0.7 -0.5 -0.573
C 0.538 -0.654 0.700 -0.7 -2.1 -0.1 -0.052
C 1.569 0.228 1.048 1.6 1.7 1.1 0.470
N 1.510 1.452 1.653 1.9 -1.9 0.1 -0.406
O 2.846 1.650 2.109 -1.5 -1.2 -1.8 -0.102
N 3.702 0.650 1.721 -1.9 -0.2 -0.8 -0.336
C 2.923 -0.213 1.028 1.5 0.2 1.3 0.964
H 2.393 -3.385 -0.210 0.1 0.2 0.1 0.610
H -0.486 -0.225 0.560 0.7 -0.7 0.6 0.521

---

(2)
114
Properties=species:S:1:pos:R:3:forces:R:3:mulliken_charge:R:1 method="wB97M-V/def2-TZVPD" e_homo_ev=-8.18 energy_ev=-80529.2049 gap_ev=8.41 smiles="CCC[C@@](C[C@@H](C)O)(O[C@@H](CCCS)Cc1ccc(C)cc1)[C@@H](S)OCCCCCCOCC.CCOC(=O)OC.CCOC(=O)OC"
C -2.226 0.257 3.427 0.0 -0.6 -0.3 -0.201
C -0.603 0.493 3.577 -0.1 -0.8 0.8 -0.716
C 0.188 0.752 2.167 0.8 -0.4 0.3 0.299
C -0.220 2.124 1.371 -1.1 0.1 1.2 0.530
C -0.533 3.315 2.504 0.5 0.8 -1.1 -0.996
C 0.814 3.660 3.372 1.8 0.9 -0.3 0.421
C 1.539 5.063 2.821 0.6 -0.8 -0.1 -1.014
O 0.575 3.826 4.829 1.3 0.4 -0.9 -0.581
O 0.871 2.654 0.540 -1.1 -2.0 -0.6 -0.051
C 1.252 1.752 -0.550 1.9 -2.0 -1.2 0.899
C 1.195 2.379 -2.056 -1.2 0.4 -0.9 -0.918
C 1.252 4.006 -2.167 -0.3 0.6 -1.1 -0.296
C 2.631 4.616 -2.831 -1.5 1.9 0.9 -0.598
S 4.218 3.869 -2.174 -0.2 0.1 0.6 -0.277
C 2.830 1.246 -0.320 0.2 -0.4 0.8 -0.302
C 2.931 -0.220 0.411 0.5 -3.3 2.4 0.228
C 3.883 -0.372 1.738 -1.6 -2.6 -0.8 -0.478
C 4.068 -1.747 2.623 -2.8 0.1 -3.7 -0.637
C 3.224 -3.088 2.163 0.0 3.3 -2.1 0.240
C 3.284 -4.517 2.995 -1.3 1.4 0.2 -0.822
C 2.290 -2.966 0.817 1.3 2.6 1.0 -0.363
C 2.104 -1.580 -0.078 2.6 0.1 3.5 -0.612
C -1.664 1.962 0.542 -1.2 -0.2 2.6 -0.651
S -1.916 3.309 -0.757 -0.1 0.0 0.0 -0.189
O -1.901 0.595 0.053 -1.1 1.9 0.5 0.089
C -3.327 0.322 -0.184 -1.1 -1.2 -0.8 -0.630
C -3.727 -1.265 0.162 -0.2 0.3 -0.8 -0.178
C -2.644 -2.349 -0.424 0.4 -1.1 -0.2 -0.316
C -2.250 -3.549 0.658 -0.8 0.1 0.3 -0.186
C -2.058 -5.025 -0.030 -0.1 -0.9 0.4 -0.689
C -0.642 -5.782 0.359 -0.5 -1.4 0.5 -0.013
O 0.190 -6.114 -0.841 0.5 0.4 2.7 -0.399
C 1.535 -6.567 -0.435 1.6 0.4 -1.0 -0.096
C 2.603 -5.784 -1.450 0.3 -0.1 0.5 -0.723
H -2.843 1.265 3.365 1.3 -2.1 0.0 0.104
H -2.691 -0.382 4.317 1.2 1.5 -1.8 0.408
H -2.384 -0.398 2.448 0.2 1.6 2.0 -0.348
H -0.363 1.299 4.424 -0.5 -1.6 -2.1 0.123
H -0.170 -0.530 4.015 -0.8 2.2 -1.1 0.396
H 1.342 0.852 2.443 -2.5 -0.2 -0.7 0.073
H 0.114 -0.231 1.497 0.0 2.3 1.3 -0.076
H -0.788 4.279 1.849 0.6 -2.0 1.4 0.493
H -1.494 3.100 3.138 2.1 0.1 -1.0 0.182
H 1.670 2.834 3.287 -2.1 1.5 -0.2 0.017
H 2.502 5.254 3.498 -2.1 -0.2 -1.3 0.389
H 1.972 4.894 1.722 -1.2 0.4 2.3 0.071
H 0.813 5.984 2.854 1.4 -1.9 0.0 0.279
H 1.443 4.163 5.242 -2.0 -0.8 -1.2 0.371
H 0.625 0.737 -0.585 1.0 2.5 0.4 -0.285
H 2.025 1.948 -2.797 -1.7 0.7 2.0 0.430
H 0.160 2.025 -2.533 2.2 0.9 1.1 0.290
H 1.062 4.598 -1.178 0.3 -1.6 -1.7 0.065
H 0.373 4.325 -2.910 1.9 -0.6 1.7 0.296
H 2.603 4.617 -4.012 0.5 -0.5 2.5 0.336
H 2.653 5.769 -2.521 -0.1 -2.5 -0.8 0.352
H 4.245 4.027 -0.755 -0.7 0.2 -1.9 0.088
H 3.372 2.085 0.334 -1.2 -2.1 -1.2 0.105
H 3.437 1.183 -1.322 -1.4 0.1 1.9 0.237
H 4.474 0.587 2.090 -1.3 -2.2 -0.8 0.223
H 4.775 -1.750 3.563 -1.6 0.0 -2.1 0.258
H 4.184 -5.204 2.698 -1.8 1.4 0.6 0.249
H 2.228 -5.045 2.824 2.5 0.9 0.2 0.174
H 3.287 -4.228 4.153 0.3 -0.8 -2.6 0.320
H 1.685 -3.944 0.505 1.4 2.5 0.6 0.551
H 1.394 -1.544 -1.037 1.8 -0.2 2.4 0.218
H -2.498 2.165 1.371 1.8 -0.4 -1.8 0.284
H -2.801 4.287 -0.273 0.7 -1.5 0.2 0.175
H -3.545 0.486 -1.328 0.4 -0.2 2.2 0.290
H -4.071 0.995 0.416 1.7 -0.9 -0.9 0.228
H -3.950 -1.438 1.303 0.7 0.4 -2.2 -0.136
H -4.760 -1.455 -0.406 2.2 0.5 1.3 0.395
H -1.637 -1.862 -0.794 -2.1 -0.7 0.8 -0.076
H -3.110 -2.923 -1.359 0.9 1.4 2.0 0.390
H -3.164 -3.638 1.420 2.0 0.2 -1.6 0.174
H -1.302 -3.284 1.308 -1.8 -0.4 -1.4 0.144
H -2.920 -5.727 0.407 1.9 1.5 -1.0 0.240
H -2.201 -5.046 -1.200 0.5 0.3 2.3 0.310
H -0.010 -5.209 1.175 -1.2 -0.8 -1.8 0.060
H -0.909 -6.836 0.848 0.5 2.2 -0.9 0.267
H 1.699 -7.734 -0.541 -0.7 2.3 0.2 0.333
H 1.850 -6.258 0.651 -1.0 -0.6 -1.8 0.072
H 3.237 -5.005 -0.835 -1.3 -1.5 -1.2 0.198
H 3.389 -6.536 -1.933 -1.9 1.6 0.8 0.272
H 1.982 -5.183 -2.240 1.3 -1.4 1.4 0.211
C -8.540 -5.315 4.079 -0.1 0.1 -0.3 -1.103
C -7.777 -4.520 5.124 -0.5 -0.5 0.2 -0.159
O -6.793 -3.683 4.505 -0.1 1.1 -0.3 -0.340
C -7.260 -2.527 3.973 -0.6 -0.1 -0.1 0.657
O -8.420 -2.146 3.984 1.7 -0.5 0.0 -0.561
O -6.216 -1.875 3.401 -0.7 -0.6 0.6 -0.203
C -6.583 -0.670 2.732 -0.1 0.5 -0.2 -0.528
H -7.848 -5.863 3.431 0.0 0.0 0.2 0.289
H -9.221 -6.026 4.553 0.1 0.1 0.0 0.363
H -9.127 -4.655 3.431 0.0 0.0 0.2 0.307
H -7.239 -5.210 5.783 0.2 0.3 -0.2 0.290
H -8.452 -3.931 5.756 0.2 0.1 -0.3 0.310
H -7.155 -0.008 3.390 0.0 -0.2 -0.2 0.389
H -7.154 -0.906 1.829 -0.1 0.1 0.2 0.329
H -5.667 -0.152 2.437 0.0 -0.3 0.2 -0.048
C 4.097 4.356 -10.107 -0.1 -0.2 0.2 -1.079
C 5.238 5.279 -9.719 -0.1 -0.3 -0.6 -0.169
O 5.104 5.705 -8.358 0.5 -0.4 0.8 -0.353
C 5.515 4.813 -7.423 0.0 -0.5 -0.1 0.720
O 5.984 3.706 -7.640 -0.6 1.6 0.3 -0.557
O 5.289 5.352 -6.198 0.2 -0.3 -1.2 -0.343
C 5.607 4.481 -5.115 0.2 -0.1 0.5 -0.549
H 3.131 4.824 -9.891 0.2 0.1 -0.1 0.287
H 4.142 4.109 -11.171 0.0 0.1 0.1 0.350
H 4.132 3.422 -9.536 0.1 0.1 -0.1 0.305
H 5.202 6.182 -10.339 0.0 0.0 0.4 0.288
H 6.214 4.810 -9.890 -0.2 0.0 0.2 0.306
H 6.629 4.096 -5.201 -0.3 0.0 -0.1 0.340
H 4.886 3.658 -5.076 0.2 0.0 -0.1 0.228
H 5.532 5.052 -4.186 -0.1 0.1 -0.4 0.236

---

(3)
55
Properties=species:S:1:pos:R:3:forces:R:3:mulliken_charge:R:1 method="wB97M-V/def2-TZVPD" e_above_lowest_kcal_mol=137.3 e_homo_ev=-6.18 energy_ev=-28026.6765 gap_ev=9.40 charge=-1
F 0.103 0.090 0.495 -0.1 -0.3 -0.1 -0.436
C 1.698 4.522 0.194 3.4 0.6 -7.8 -1.600
C 0.917 3.317 -0.272 2.3 -2.9 1.0 0.927
O 1.389 2.279 0.684 -2.5 -0.8 -1.2 -0.575
H 1.447 5.368 -0.500 -0.1 -0.4 -0.2 0.405
H 2.869 4.657 0.103 -2.4 -1.3 0.9 0.272
H 1.208 4.849 0.939 -2.3 2.1 6.6 0.547
H 1.199 2.878 -1.258 -0.4 1.0 0.3 -0.219
H -0.178 3.401 -0.187 0.4 0.5 -0.1 -0.097
H 0.736 1.461 0.545 2.0 1.7 0.6 0.153
C 3.359 -2.578 -1.694 -0.7 -1.2 -0.8 -1.231
C 2.561 -2.384 -0.474 -0.1 -0.5 2.8 0.255
O 2.556 -1.039 -0.135 4.2 0.7 -0.6 -0.486
H 2.803 -2.182 -2.520 -0.1 0.4 -0.7 0.242
H 3.563 -3.625 -1.946 0.2 0.1 0.3 0.369
H 4.229 -2.008 -1.546 1.5 0.5 -0.2 0.275
H 3.011 -2.927 0.443 -0.8 0.2 -1.4 0.240
H 1.510 -2.550 -0.556 -0.7 -1.6 -0.3 0.148
H 1.708 -0.775 0.038 -3.5 1.4 0.9 0.125
C -3.657 -2.898 -0.826 2.6 -0.9 4.3 -1.872
C -2.779 -1.901 -0.103 -0.1 1.1 0.7 0.352
O -1.385 -2.179 -0.106 -4.6 -7.1 -1.9 -0.505
H -3.794 -3.785 -0.208 -0.2 -0.3 -0.8 0.322
H -3.168 -2.923 -1.690 2.8 -2.0 -3.7 0.559
H -4.442 -2.460 -1.253 -4.3 1.9 -0.3 0.548
H -3.200 -1.744 0.917 0.6 0.3 -0.4 0.254
H -2.865 -1.035 -0.731 -0.4 1.2 0.2 0.067
H -0.896 -1.503 0.129 3.5 5.8 2.0 0.247
C -4.130 1.687 0.791 0.3 7.4 0.4 -1.433
C -2.653 1.939 0.597 0.4 -7.0 -0.3 -0.064
O -1.830 1.413 1.640 -3.6 2.7 1.9 -0.647
H -4.363 0.779 1.027 -1.2 -5.7 0.9 0.448
H -4.744 2.083 -0.091 0.8 -0.5 1.3 0.280
H -4.408 2.295 1.774 0.2 -0.9 -2.0 0.271
H -2.452 2.859 0.397 1.0 6.3 -0.5 0.626
H -2.269 1.457 -0.325 -0.6 -0.2 0.0 -0.006
H -1.149 0.907 1.306 2.4 -1.9 -1.5 0.522
C 1.741 -1.815 4.599 0.2 5.4 4.2 -1.280
C 1.596 -0.947 3.345 0.9 -0.1 -1.5 0.135
O 0.444 -1.379 2.585 1.2 -0.7 1.9 -0.528
H 1.719 -2.839 4.633 -0.6 -2.4 -0.9 0.377
H 0.982 -1.330 5.325 0.3 -1.5 -1.0 0.265
H 2.627 -1.589 5.372 -0.9 0.0 -2.4 0.306
H 2.526 -1.047 2.718 -0.7 -0.1 0.3 0.137
H 1.484 0.182 3.460 0.3 -1.4 0.8 0.248
H 0.406 -0.728 1.896 -0.5 0.6 -1.2 0.156
C 0.390 0.501 -4.358 -1.1 -4.3 2.1 -1.248
C 0.794 0.418 -2.816 -1.4 1.4 -0.9 0.756
O -0.387 0.372 -1.999 -0.7 -0.2 -4.2 -0.524
H 1.282 0.493 -4.994 -0.4 0.4 0.0 0.349
H -0.414 1.196 -4.561 0.4 0.6 -0.1 0.367
H -0.145 -0.565 -4.442 1.1 2.1 -0.5 0.235
H 1.222 1.403 -2.647 1.0 -0.2 0.5 0.033
H 1.439 -0.449 -2.624 0.1 0.5 -0.1 -0.295
H -0.207 0.387 -1.093 1.0 -0.2 2.6 0.232